Record 1
C58H52FMnN6O4PSe | wB97M-V/def2-TZVPD

XYZ file:
```
124
Properties=species:S:1:pos:R:3:forces:R:3:mulliken_charge:R:1
Mn -0.139 0.864 -0.593 0.757 0.462 -1.104 -0.593
F 3.956 -4.281 -2.088 0.139 -0.047 0.085 -0.390
C 3.589 -3.882 -0.851 -0.075 0.313 0.007 -0.233
C 2.896 -2.707 -0.728 0.224 -0.226 0.016 -0.254
C 2.491 -2.252 0.528 0.111 0.005 0.088 0.355
C 1.655 -1.062 0.646 0.145 -0.210 1.020 0.931
O 1.438 -0.308 -0.334 0.385 -0.179 -0.286 -0.663
C 1.123 -0.851 1.963 -0.519 0.345 -0.479 0.189
C 1.584 -1.568 3.022 0.011 0.079 -0.226 -0.527
N 2.493 -2.553 2.914 -0.220 0.348 0.144 0.199
C 3.015 -3.134 4.119 0.066 -0.319 0.469 -0.365
C 3.579 -2.203 5.151 0.093 -0.002 0.052 -0.877
C 4.495 -3.096 4.367 0.067 0.054 0.011 -0.430
C 2.869 -2.994 1.667 0.096 0.100 -0.567 -0.233
C 3.592 -4.181 1.516 0.048 -0.023 -0.150 -0.588
C 3.947 -4.661 0.263 -0.240 0.456 0.171 -0.720
N 4.611 -5.887 0.165 0.160 -0.140 -0.171 0.340
C 5.815 -6.140 0.918 -0.074 -0.135 0.124 -0.672
C 5.809 -7.593 1.397 0.215 0.741 0.582 -0.706
N 5.728 -8.480 0.204 0.204 -0.389 -0.054 -0.092
C 4.522 -8.168 -0.615 -0.600 0.363 -0.653 -0.983
C 4.543 -6.695 -1.029 -0.188 -0.248 0.028 -0.573
C 0.002 0.140 2.217 0.957 -0.514 1.205 -0.224
O -0.308 0.441 3.353 0.031 -0.093 -0.243 -0.725
O -0.569 0.567 1.158 -1.044 0.392 0.157 -0.157
H 2.644 -2.123 -1.598 0.017 0.005 -0.082 0.658
H 1.203 -1.336 4.007 0.101 -0.001 0.080 0.724
H 2.455 -3.996 4.463 0.061 -0.014 0.029 0.456
H 3.398 -2.410 6.194 -0.050 -0.136 -0.011 0.289
H 3.604 -1.148 4.918 -0.025 0.018 -0.100 0.297
H 4.954 -3.941 4.859 -0.084 -0.052 0.062 0.295
H 5.122 -2.631 3.619 -0.052 0.085 -0.073 0.234
H 3.835 -4.766 2.389 -0.019 -0.043 0.061 0.938
H 5.871 -5.472 1.775 0.044 -0.099 0.029 0.472
H 6.716 -5.962 0.306 -0.032 0.016 0.035 0.220
H 4.932 -7.778 2.023 0.101 -0.098 -0.163 0.374
H 6.715 -7.818 1.963 -0.059 -0.149 -0.149 0.406
H 5.708 -9.465 0.492 0.134 0.212 -0.124 0.363
H 6.568 -8.332 -0.375 -0.179 -0.187 0.171 0.400
H 3.636 -8.370 -0.008 0.218 -0.049 0.007 0.375
H 4.509 -8.806 -1.501 0.119 -0.076 0.165 0.437
H 3.618 -6.487 -1.563 0.077 -0.098 -0.034 0.418
H 5.378 -6.503 -1.722 -0.048 -0.018 0.045 0.389
C -3.841 5.796 -1.216 -0.018 -0.053 0.029 -0.618
C -2.711 5.400 -1.921 0.106 0.058 -0.041 -0.831
C -2.263 4.097 -1.833 -0.053 -0.142 0.061 -0.284
C -2.952 3.172 -1.045 0.231 -0.027 0.116 0.669
C -4.092 3.564 -0.356 0.064 -0.143 0.051 -0.636
C -4.529 4.876 -0.441 -0.035 0.178 0.018 -0.782
P -2.290 1.476 -1.038 -1.165 0.138 -0.656 2.774
C -3.448 0.461 -0.081 0.148 0.082 -0.018 0.541
C -4.125 -0.610 -0.657 0.112 0.130 -0.015 -0.775
C -4.927 -1.419 0.129 -0.058 -0.095 0.067 -0.721
C -5.042 -1.176 1.489 0.027 -0.048 -0.030 -0.748
C -4.356 -0.119 2.069 -0.039 0.090 0.061 -0.815
C -3.569 0.705 1.287 0.074 0.008 -0.107 -0.462
C -2.476 0.999 -2.768 -0.018 -0.006 0.076 -1.214
C -3.648 1.046 -3.481 0.416 0.024 0.333 -0.091
C -3.657 0.605 -4.810 0.060 -0.066 -0.317 -0.936
C -2.505 0.154 -5.403 -0.101 0.065 0.058 -1.009
C -1.273 0.166 -4.709 0.072 0.042 0.247 1.181
C -0.049 -0.210 -5.304 0.182 0.025 0.094 -0.827
C 1.118 -0.107 -4.594 -0.164 -0.005 -0.425 -1.214
C 1.125 0.332 -3.262 -0.376 0.342 0.715 0.430
C -0.042 0.668 -2.585 0.185 -0.423 -0.633 -0.085
C -1.252 0.595 -3.356 -0.083 0.081 0.106 0.661
H -4.187 6.817 -1.280 -0.022 0.065 -0.003 0.465
H -2.181 6.112 -2.537 0.038 0.049 -0.035 0.470
H -1.384 3.772 -2.381 0.025 0.095 -0.052 0.370
H -4.647 2.850 0.235 -0.022 -0.029 0.047 0.452
H -5.412 5.181 0.102 -0.077 0.014 0.028 0.490
H -4.019 -0.802 -1.715 -0.043 -0.101 -0.010 0.459
H -5.455 -2.247 -0.322 -0.047 -0.039 -0.009 0.453
H -5.660 -1.813 2.105 -0.055 -0.053 0.017 0.419
H -4.428 0.064 3.132 -0.042 0.011 0.054 0.492
H -3.033 1.531 1.734 0.041 -0.038 0.115 0.445
H -4.551 1.421 -3.019 -0.121 -0.005 0.018 0.586
H -4.581 0.639 -5.367 -0.054 -0.066 -0.086 0.443
H -2.523 -0.199 -6.426 0.006 0.034 -0.041 0.466
H -0.044 -0.556 -6.328 0.017 -0.041 -0.096 0.451
H 2.055 -0.374 -5.064 0.058 0.000 -0.057 0.491
H 2.082 0.387 -2.755 0.000 -0.080 0.090 0.386
C -5.747 6.404 6.082 -0.049 -0.079 0.065 -1.376
C -4.725 6.675 5.026 0.119 -0.036 -0.077 0.774
C -4.728 7.866 4.308 0.114 -0.189 0.081 -0.981
C -3.754 8.125 3.368 0.176 -0.140 -0.132 -0.691
C -2.735 7.204 3.113 -0.312 -0.171 0.286 0.606
N -1.755 7.613 2.195 -0.053 0.705 0.023 -0.019
C -0.796 7.025 1.434 -0.174 -0.485 -0.048 0.267
O -0.054 7.703 0.759 0.294 0.162 -0.187 -0.699
N -0.743 5.627 1.443 -0.519 0.224 0.472 0.157
C 0.104 4.889 0.645 0.593 -0.370 -0.545 -0.164
C 1.254 5.411 0.041 -0.194 -0.088 0.036 -0.741
C 1.974 4.600 -0.812 -0.205 -0.312 0.040 -1.055
C 1.569 3.296 -1.044 0.098 -0.235 -0.235 -0.246
N 0.506 2.758 -0.428 0.036 0.467 0.399 0.650
C -0.187 3.542 0.412 -0.146 0.213 0.183 0.084
C -2.724 6.010 3.829 0.139 0.084 -0.171 -0.204
C -3.717 5.755 4.759 -0.176 0.169 -0.003 -0.960
H -6.457 7.223 6.152 -0.096 0.025 0.052 0.349
H -5.268 6.282 7.054 -0.041 -0.002 0.051 0.329
H -6.294 5.488 5.864 -0.086 -0.045 0.040 0.333
H -5.491 8.606 4.498 -0.077 0.063 0.014 0.323
H -3.762 9.062 2.831 -0.012 0.107 -0.090 0.373
H -1.747 8.617 2.043 0.112 -0.280 -0.050 0.241
H -1.540 5.136 1.828 0.101 0.149 -0.072 0.102
H 1.536 6.436 0.211 0.037 0.001 0.005 0.552
H 2.848 4.985 -1.310 0.082 -0.020 -0.087 0.468
H 2.087 2.671 -1.758 -0.005 -0.094 0.057 0.310
H -1.041 3.095 0.910 0.132 -0.023 -0.047 0.623
H -1.919 5.297 3.728 0.091 -0.034 0.012 0.806
H -3.689 4.827 5.312 0.024 -0.101 0.081 0.426
Se 0.005 -2.749 -2.312 0.003 -0.441 -0.464 0.171
C 0.629 -3.760 -3.805 -0.345 0.301 0.633 0.441
C 1.884 -3.534 -4.364 0.058 0.032 0.055 -0.221
C 2.286 -4.260 -5.468 0.123 0.064 -0.063 -0.950
C 1.444 -5.210 -6.026 -0.038 -0.020 0.022 -0.465
C 0.203 -5.451 -5.456 -0.061 -0.167 -0.032 -0.586
C -0.203 -4.738 -4.346 -0.149 0.042 -0.008 -0.527
H 2.541 -2.790 -3.940 0.020 0.080 0.028 0.479
H 3.258 -4.079 -5.902 0.082 0.028 -0.060 0.459
H 1.749 -5.759 -6.902 0.058 -0.069 -0.103 0.418
H -0.456 -6.194 -5.878 -0.042 -0.086 -0.079 0.404
H -1.167 -4.927 -3.896 -0.055 0.047 -0.023 0.440
```
Forces are in eV/Å.

E_HOMO (spin up / spin down) = -0.41175 / -0.41174 Ha
relative energy (zero: lowest compared OMol25 entry of this formula, charge and spin) = 0.0 kcal per mole
calculated total energy = -186781.5402 eV
total charge = +2
2S+1 = 4
frontier orbital gap (spin up / spin down) = 6.6 / 5.8 eV
maximum force = 1.6 eV Å⁻¹
expectation value of S² = 3.819

---

Record 2
CH3Br2PS | wB97M-V/def2-TZVPD

XYZ file:
```
8
Properties=species:S:1:pos:R:3:forces:R:3:mulliken_charge:R:1
C -1.549 -0.123 0.540 3.158 0.447 1.758 -0.379
P 1.586 0.442 -0.722 -2.096 2.563 2.841 0.032
S 0.701 -1.157 0.118 -2.619 -0.146 0.750 -0.132
Br -2.998 -1.013 -0.146 -0.345 -0.264 -0.631 0.022
Br -1.130 1.677 -0.020 -1.239 -0.854 0.506 -0.023
H -1.531 -0.234 1.678 0.191 0.386 -1.921 0.383
H 2.665 0.572 0.142 0.393 0.287 0.428 0.067
H 2.255 -0.163 -1.590 2.557 -2.419 -3.730 0.031
```
Forces are in eV/Å.

E_HOMO = -0.32613 Ha
relative energy (zero: lowest compared OMol25 entry of this formula, charge and spin) = 105.9 kcal per mole
calculated total energy = -161291.8116 eV
frontier orbital gap = 7.8 eV
maximum force = 5.1 eV Å⁻¹

---

Record 3
C20H30N2O3 | wB97M-V/def2-TZVPD

XYZ file:
```
55
Properties=species:S:1:pos:R:3:forces:R:3:mulliken_charge:R:1
C 6.281 1.032 0.464 0.138 0.034 0.133 -0.863
O 5.263 0.798 -0.475 -0.251 -0.077 -0.173 -0.440
C 4.119 0.180 -0.053 -0.107 -0.001 -0.075 0.704
C 3.866 -0.226 1.251 0.230 0.129 -0.085 -0.414
C 2.672 -0.859 1.564 -0.300 -0.125 -0.145 -0.907
C 1.723 -1.096 0.587 0.331 0.069 -0.016 -0.663
C 1.952 -0.656 -0.727 0.052 -0.067 0.361 1.306
C 3.148 -0.028 -1.031 0.149 -0.022 0.217 -0.795
C 0.866 -0.792 -1.682 -0.400 -0.406 -0.014 -0.527
C -0.195 -1.547 -1.384 0.371 0.143 -0.015 1.544
C -1.438 -1.625 -2.235 -0.006 0.063 -0.096 -1.932
N -2.469 -0.629 -2.000 -0.049 -0.073 -0.036 0.373
C -2.206 0.728 -2.420 0.129 0.179 0.084 -1.433
C -1.519 1.583 -1.352 -0.019 -0.032 -0.216 0.016
N -2.304 1.581 -0.126 -0.159 -0.124 -0.084 0.201
C -1.862 2.588 0.837 0.067 0.261 0.117 0.339
C -2.129 3.996 0.296 -0.002 -0.274 0.156 -1.761
C -0.399 2.457 1.289 -0.380 -0.087 -0.044 -1.329
C -2.407 0.207 0.377 -0.249 -0.195 0.049 2.087
C -3.190 0.135 1.697 0.241 -0.349 -0.162 -1.275
C -3.600 -1.281 2.119 -0.335 0.463 0.133 -0.969
O -2.561 -2.227 2.024 0.448 -0.241 0.035 -0.486
C -3.114 -0.631 -0.708 0.089 -0.016 0.163 -1.679
C -0.128 -2.367 -0.121 -0.067 -0.268 -0.218 -0.877
O 0.546 -1.700 0.939 0.053 0.225 0.158 -0.411
H 5.945 1.697 1.267 0.011 -0.036 -0.017 0.334
H 7.086 1.514 -0.088 -0.024 -0.030 0.090 0.245
H 6.651 0.097 0.899 -0.021 0.035 -0.001 0.341
H 4.586 -0.063 2.037 0.097 0.029 0.043 0.413
H 2.473 -1.174 2.577 -0.027 -0.053 0.111 0.434
H 3.343 0.314 -2.036 0.014 0.064 -0.142 0.478
H 0.922 -0.220 -2.597 -0.068 0.078 -0.166 0.347
H -1.908 -2.604 -2.091 0.050 -0.017 -0.094 0.404
H -1.153 -1.534 -3.287 -0.007 -0.105 0.045 0.498
H -1.605 0.717 -3.331 -0.013 0.007 -0.048 0.441
H -3.178 1.181 -2.649 0.080 0.107 -0.042 0.390
H -1.451 2.605 -1.724 0.051 0.023 -0.033 0.564
H -0.500 1.205 -1.179 -0.111 0.151 -0.022 -0.113
H -2.504 2.472 1.714 0.073 0.009 -0.062 0.407
H -3.107 4.029 -0.176 -0.113 0.046 -0.052 0.414
H -2.111 4.709 1.116 0.037 0.118 0.054 0.469
H -1.377 4.300 -0.427 0.080 0.073 -0.090 0.384
H 0.283 2.683 0.473 0.111 0.017 -0.072 0.324
H -0.186 1.451 1.644 0.097 -0.132 0.063 0.203
H -0.204 3.155 2.100 0.076 0.077 0.088 0.482
H -1.402 -0.213 0.546 -0.096 0.011 0.014 -0.758
H -4.095 0.739 1.610 -0.048 0.121 0.062 0.404
H -2.573 0.549 2.498 -0.075 0.101 0.049 0.441
H -4.404 -1.664 1.487 0.017 0.049 0.054 0.430
H -3.978 -1.238 3.152 -0.057 -0.013 -0.194 0.383
H -1.783 -1.884 2.481 -0.001 -0.040 -0.034 0.311
H -3.208 -1.665 -0.378 -0.058 -0.042 0.045 0.647
H -4.116 -0.209 -0.850 -0.067 -0.010 0.149 0.111
H 0.396 -3.315 -0.341 -0.078 0.107 0.071 0.388
H -1.118 -2.608 0.271 0.096 0.046 -0.095 0.374
```
Forces are in eV/Å.

E_HOMO = -0.27749 Ha
relative energy (zero: lowest compared OMol25 entry of this formula, charge and spin) = 68.9 kcal per mole
calculated total energy = -30348.2933 eV
SMILES string = COc1ccc2c(c1)C=C(CN1CCN(C(C)C)[C@@H](CCO)C1)CO2
frontier orbital gap = 8.3 eV
maximum force = 0.6 eV Å⁻¹

---

Record 4
CH3N5O | wB97M-V/def2-TZVPD

XYZ file:
```
10
Properties=species:S:1:pos:R:3:forces:R:3:mulliken_charge:R:1
H 1.054 1.748 0.041 -1.502 0.807 -0.363 0.283
N 0.020 2.013 -0.034 1.680 -0.783 0.211 -0.614
C -0.555 0.899 -0.062 -0.249 -0.472 0.665 0.409
O -1.920 0.704 0.027 1.095 0.426 -0.417 -0.203
N -2.153 -0.683 0.002 -0.062 0.333 -0.087 0.012
N -1.084 -1.268 -0.051 1.166 -1.784 0.199 -0.299
N -0.021 -0.421 -0.082 -1.643 1.656 0.115 0.602
N 1.314 -0.669 0.012 0.818 -0.905 1.472 -0.681
H 1.674 -1.202 -0.754 -0.071 -0.142 -0.620 0.241
H 1.672 -1.122 0.901 -1.231 0.864 -1.175 0.249
```
Forces are in eV/Å.

E_HOMO = -0.35397 Ha
relative energy (zero: lowest compared OMol25 entry of this formula, charge and spin) = 36.9 kcal per mole
calculated total energy = -10580.0838 eV
SMILES string = [H]/N=c1/onnn1N
frontier orbital gap = 10.2 eV
maximum force = 2.3 eV Å⁻¹

---

maximum force of number 3 (C20H30N2O3)?
0.6 eV Å⁻¹